ORCA calculation (wB97M-V/def2-TZVPD) on C33H25AuBrN3O2 as an isolated structure at a distorted geometry.

Geometry as XYZ:
```
65
Properties=species:S:1:pos:R:3:lowdin_charge:R:1
Au 0.033 0.898 -0.296 1.13
C 4.481 2.237 -0.098 -0.01
O 3.584 3.357 -0.142 0.08
C 2.367 2.872 -0.243 -0.29
N 2.246 1.598 -0.334 0.09
C 3.572 1.013 -0.410 -0.23
C 3.802 -0.181 0.476 -0.20
C 4.877 -1.020 0.175 -0.03
C 5.094 -2.165 0.914 -0.05
C 4.230 -2.494 1.952 -0.05
C 3.176 -1.647 2.274 -0.06
C 2.973 -0.488 1.549 -0.06
C 1.193 3.748 -0.312 -0.14
C 1.227 5.138 -0.222 0.08
C 0.035 5.836 -0.386 0.03
C -1.147 5.140 -0.608 0.08
C -1.089 3.750 -0.646 -0.14
N 0.057 3.090 -0.518 0.05
C -2.259 2.879 -0.755 -0.29
N -2.158 1.628 -0.488 0.07
C -3.475 1.034 -0.514 -0.23
C -4.352 2.215 -1.030 -0.01
O -3.455 3.336 -1.051 0.08
C -3.567 -0.220 -1.338 -0.20
C -4.611 -1.109 -1.080 -0.02
C -4.728 -2.270 -1.817 -0.05
C -3.794 -2.565 -2.805 -0.05
C -2.757 -1.678 -3.070 -0.07
C -2.650 -0.504 -2.348 -0.06
H 4.917 2.181 0.904 0.15
H 5.270 2.391 -0.834 0.15
H 3.712 0.680 -1.449 0.17
H 5.536 -0.773 -0.644 0.12
H 5.926 -2.808 0.681 0.12
H 4.384 -3.398 2.516 0.11
H 2.525 -1.896 3.099 0.11
H 2.177 0.192 1.817 0.06
H 2.158 5.650 -0.027 0.14
H 0.026 6.915 -0.338 0.14
H -2.093 5.643 -0.731 0.14
H -3.735 0.784 0.524 0.16
H -5.189 2.452 -0.374 0.15
H -4.728 2.046 -2.044 0.15
H -5.332 -0.878 -0.309 0.12
H -5.549 -2.945 -1.630 0.12
H -3.884 -3.476 -3.377 0.11
H -2.047 -1.897 -3.854 0.11
H -1.867 0.204 -2.575 0.09
Br -0.565 0.810 2.522 0.84
C -0.565 -1.097 2.373 -0.57
C -0.875 -1.770 3.542 -0.11
C -0.861 -3.159 3.573 -0.04
C -0.547 -3.861 2.432 0.00
C -0.260 -3.195 1.225 -0.15
C 0.013 -3.940 0.060 0.01
C 0.276 -3.308 -1.134 -0.04
C 0.279 -1.915 -1.188 -0.10
C 0.017 -1.133 -0.074 -0.19
C -0.261 -1.762 1.163 -0.22
H -1.119 -1.207 4.430 0.11
H -1.101 -3.676 4.487 0.12
H -0.528 -4.942 2.445 0.13
H 0.006 -5.019 0.122 0.13
H 0.481 -3.880 -2.026 0.12
H 0.497 -1.438 -2.131 0.11
```

* charge: +2
* E_HOMO: -13.495 eV
* relative energy (zero: lowest compared OMol25 entry of this formula, charge and spin): 1.732 eV
* frontier orbital gap: 5.03 eV
* total energy: -116911.3762 eV


ORCA calculation (wB97M-V/def2-TZVPD) on C33H26As2Cl4IO2Pt as an isolated structure.

Geometry as XYZ:
```
69
Properties=species:S:1:pos:R:3:lowdin_charge:R:1
Pt 0.523 -1.205 -0.012 0.67
C 0.167 1.460 2.232 -0.40
C -0.586 1.990 1.012 -0.40
As -1.227 0.449 -0.038 1.19
C -2.731 -0.151 1.016 -0.34
C -3.027 -1.512 0.995 -0.09
C -4.096 -2.001 1.729 -0.08
C -4.877 -1.137 2.487 -0.10
C -4.588 0.219 2.508 -0.09
C -3.515 0.710 1.774 -0.11
C -1.932 1.017 -1.737 -0.52
C -3.241 1.705 -1.717 -0.27
C -4.340 2.100 -2.224 0.13
C -1.741 2.907 -4.786 -0.02
C -1.326 2.262 -3.780 -0.30
C -0.951 1.547 -2.606 -0.18
As 1.484 0.154 1.589 1.11
C 2.310 -0.594 3.163 -0.36
C 1.523 -0.959 4.252 -0.10
C 2.100 -1.577 5.351 -0.09
C 3.463 -1.844 5.361 -0.09
C 4.245 -1.498 4.269 -0.08
C 3.672 -0.874 3.169 -0.11
C 2.821 1.358 0.884 -0.38
C 2.999 1.431 -0.492 -0.14
C 3.890 2.352 -1.026 -0.07
C 4.607 3.191 -0.187 -0.09
C 4.433 3.118 1.189 -0.09
C 3.537 2.205 1.724 -0.11
H -0.513 0.952 2.920 0.06
H 0.692 2.247 2.776 0.07
H 0.078 2.548 0.349 0.07
H -1.399 2.656 1.301 0.06
H -2.428 -2.174 0.380 0.09
H -4.325 -3.059 1.703 0.10
H -5.715 -1.521 3.056 0.10
H -5.200 0.897 3.089 0.10
H -3.302 1.772 1.799 0.09
H -3.648 2.262 -0.808 0.10
H -4.759 1.189 -5.565 -0.08
H -3.294 -0.023 -5.983 -0.16
H -0.535 2.987 -4.413 0.06
H 0.083 1.260 -2.485 0.07
H 0.455 -0.773 4.241 0.10
H 1.485 -1.857 6.196 0.10
H 3.912 -2.332 6.216 0.10
H 5.305 -1.721 4.266 0.10
H 4.282 -0.622 2.310 0.08
H 2.448 0.759 -1.140 0.07
H 4.026 2.405 -2.098 0.11
H 5.305 3.906 -0.605 0.10
H 4.994 3.773 1.844 0.10
H 3.404 2.147 2.799 0.10
Cl 0.157 -3.447 -6.396 0.61
C -0.572 -2.608 -5.060 -0.72
C -1.602 -1.696 -5.243 -0.65
Cl -2.191 -1.374 -6.928 0.59
C -2.208 -1.030 -4.228 -0.23
Cl -3.873 0.399 -4.867 0.75
C -1.776 -1.260 -2.931 -0.31
O -2.413 -0.613 -1.908 -0.19
C -0.707 -2.138 -2.650 -0.37
O -0.226 -2.431 -1.450 -0.36
C -0.136 -2.813 -3.757 -0.60
Cl 1.165 -3.916 -3.440 0.66
I 3.831 -2.297 -0.640 0.60
C 1.898 -2.718 0.251 -0.85
H 2.160 -2.959 1.279 -0.07
H 1.547 -3.600 -0.280 -0.06
```

* charge: -1
* E_HOMO: -3.893 eV
* relative energy (zero: lowest compared OMol25 entry of this formula, charge and spin): 14.048 eV
* frontier orbital gap: 6.02 eV
* total energy: -221841.2344 eV


ORCA calculation (wB97M-V/def2-TZVPD) on C33H26Br2MnN6S as an isolated structure.

Geometry as XYZ:
```
69
Properties=species:S:1:pos:R:3:lowdin_charge:R:1
Mn 0.171 -1.043 -0.787 0.32
C 2.115 -3.504 2.061 0.01
C 1.154 -2.809 1.149 -0.22
N 1.410 -1.682 0.567 -0.04
N 2.576 -1.033 0.860 0.04
C 2.917 0.072 0.146 -0.77
N 3.970 0.763 0.577 0.14
S 2.078 0.519 -1.244 0.82
C -0.187 -3.319 0.857 -0.18
C -0.715 -4.451 1.463 0.02
C -2.022 -4.820 1.196 -0.01
C -2.774 -4.035 0.340 -0.01
C -2.182 -2.922 -0.233 -0.07
N -0.920 -2.570 -0.002 0.05
H 3.141 -3.357 1.722 0.09
H 1.927 -4.574 2.073 0.09
H 2.033 -3.145 3.091 0.11
H 3.050 -1.263 1.722 0.15
H 4.523 0.491 1.373 0.13
H 4.268 1.560 0.039 0.12
H -0.115 -5.030 2.150 0.12
H -2.451 -5.702 1.653 0.13
H -3.802 -4.273 0.107 0.12
H -2.746 -2.289 -0.904 0.11
Br 3.076 -3.352 -6.282 0.86
C 2.214 -2.916 -4.678 -0.66
C 2.816 -3.193 -3.459 -0.07
C 2.164 -2.802 -2.308 -0.10
N 0.978 -2.191 -2.303 0.02
C 0.376 -1.979 -3.487 -0.18
C 0.970 -2.305 -4.694 -0.03
C -0.940 -1.319 -3.402 -0.18
C -1.890 -1.413 -4.403 -0.03
C -3.102 -0.762 -4.236 -0.66
Br -4.438 -0.883 -5.543 0.86
C -3.313 -0.020 -3.082 -0.07
C -2.319 0.005 -2.126 -0.10
N -1.157 -0.646 -2.254 0.02
H 3.774 -3.689 -3.411 0.12
H 2.621 -2.983 -1.344 0.11
H 0.484 -2.069 -5.630 0.12
H -1.699 -2.000 -5.290 0.12
H -4.236 0.521 -2.928 0.12
H -2.447 0.566 -1.208 0.11
C -0.449 0.344 0.381 -0.03
C -0.508 1.424 0.981 -0.08
C -0.487 2.652 1.604 -0.08
C -0.025 3.790 0.823 -0.17
C -0.223 3.812 -0.565 -0.01
C 0.196 4.893 -1.313 -0.05
C 0.845 5.957 -0.697 -0.04
C 1.079 5.934 0.673 -0.04
C 0.640 4.865 1.431 -0.02
C -0.903 2.779 2.983 -0.17
C -1.319 4.014 3.508 -0.01
C -1.719 4.113 4.826 -0.04
C -1.713 2.989 5.642 -0.03
C -1.326 1.753 5.130 -0.05
C -0.932 1.646 3.814 -0.01
H -0.733 2.982 -1.038 0.11
H 0.019 4.914 -2.380 0.12
H 1.170 6.806 -1.284 0.12
H 1.600 6.753 1.148 0.12
H 0.854 4.835 2.492 0.12
H -1.377 4.881 2.863 0.12
H -2.047 5.067 5.218 0.12
H -2.020 3.073 6.676 0.12
H -1.342 0.879 5.767 0.11
H -0.630 0.690 3.406 0.11
```

* charge: +2
* E_HOMO (spin up / spin down): -13.518 / -12.747 eV
* ⟨S²⟩: 0.781
* relative energy (zero: lowest compared OMol25 entry of this formula, charge and spin): 0.165 eV
* frontier orbital gap (spin up / spin down): 7.03 / 6.22 eV
* total energy: -225810.4072 eV
* 2S+1: 2


ORCA calculation (wB97M-V/def2-TZVPD) on C33H26BrIrN9O6 as an isolated structure.

Geometry as XYZ:
```
76
Properties=species:S:1:pos:R:3:lowdin_charge:R:1
Ir 0.171 0.497 -2.065 1.51
C -1.748 -0.095 1.877 -0.03
O -0.586 -0.160 1.051 -0.10
C 0.585 0.268 1.565 -0.22
C 0.763 0.680 2.879 -0.04
C 2.025 1.033 3.325 -0.66
Br 2.239 1.579 5.116 0.80
C 3.127 0.976 2.495 -0.06
C 2.958 0.577 1.175 -0.07
C 1.686 0.248 0.714 -0.12
O 1.522 -0.237 -0.609 -0.11
C 4.147 0.409 0.321 -0.27
N 5.243 -0.169 0.682 0.21
C 6.055 -0.163 -0.452 -0.21
C 7.349 -0.648 -0.616 0.00
C 7.931 -0.501 -1.859 -0.08
C 7.247 0.108 -2.922 -0.08
C 5.957 0.583 -2.778 -0.02
C 5.384 0.429 -1.523 -0.19
N 4.118 0.758 -1.030 0.13
H -1.894 0.913 2.261 0.10
H -1.681 -0.810 2.702 0.09
H -2.580 -0.367 1.231 0.08
H -0.076 0.718 3.557 0.11
H 4.117 1.213 2.855 0.12
H 2.425 -0.250 -0.996 0.10
H 7.871 -1.115 0.208 0.12
H 8.937 -0.862 -2.023 0.11
H 7.741 0.205 -3.879 0.11
H 5.429 1.047 -3.600 0.11
H 3.580 1.538 -1.381 0.15
C -0.061 -2.810 -0.932 0.02
C -1.292 -2.006 -1.128 -0.30
N -1.370 -0.761 -1.571 -0.05
C -2.707 -0.426 -1.669 -0.08
C -3.443 -1.481 -1.259 -0.03
N -2.544 -2.469 -0.917 0.01
C -2.897 -3.775 -0.371 -0.05
N -2.535 -3.897 1.004 -0.05
N -1.407 -4.582 1.344 0.06
N -1.194 -4.455 2.589 0.09
C -2.182 -3.651 3.128 -0.23
C -2.377 -3.208 4.439 0.00
C -3.459 -2.391 4.667 -0.07
C -4.340 -2.027 3.626 -0.07
C -4.163 -2.462 2.332 -0.03
C -3.053 -3.279 2.108 -0.19
H 0.704 -2.491 -1.637 0.08
H -0.259 -3.868 -1.090 0.08
H 0.326 -2.694 0.081 0.09
H -3.030 0.527 -2.043 0.11
H -4.507 -1.628 -1.198 0.13
H -2.380 -4.564 -0.913 0.14
H -3.971 -3.898 -0.500 0.15
H -1.700 -3.502 5.230 0.12
H -3.653 -2.023 5.665 0.11
H -5.186 -1.393 3.858 0.11
H -4.849 -2.180 1.544 0.11
O -1.086 1.597 -3.293 -0.05
C -1.397 2.381 -2.337 -0.44
N -0.865 2.042 -1.168 0.03
C -1.322 2.933 -0.170 -0.35
O -1.043 2.911 0.992 0.15
C -2.217 3.908 -0.898 -0.08
C -2.908 4.995 -0.420 0.02
C -3.654 5.733 -1.343 -0.04
C -3.694 5.385 -2.687 -0.04
C -2.988 4.282 -3.168 0.02
C -2.259 3.563 -2.248 -0.09
H -2.870 5.267 0.627 0.13
H -4.210 6.597 -1.005 0.12
H -4.279 5.983 -3.372 0.12
H -3.011 4.011 -4.215 0.13
O 1.799 1.451 -2.920 -0.20
N 2.138 0.455 -3.631 -0.10
O 1.357 -0.505 -3.414 -0.18
```

* charge: +1
* E_HOMO: -10.781 eV
* relative energy (zero: lowest compared OMol25 entry of this formula, charge and spin): 0.302 eV
* frontier orbital gap: 7.28 eV
* total energy: -133213.3420 eV


ORCA calculation (wB97M-V/def2-TZVPD) on C33H27B3ClNO11 as an isolated structure at a distorted geometry.

Geometry as XYZ:
```
76
Properties=species:S:1:pos:R:3:lowdin_charge:R:1
C -6.537 0.051 -0.574 -0.08
C -5.224 -0.111 -1.301 -0.29
O -4.304 -0.791 -0.469 -0.14
C -2.954 -0.370 -0.582 -0.17
C -2.519 0.461 0.626 -0.15
O -1.926 1.714 0.282 -0.13
C -2.839 2.614 -0.314 -0.09
B -2.554 4.089 0.166 -0.47
O -3.160 4.682 1.273 0.27
B -3.888 5.763 0.814 -1.01
Cl -5.541 5.970 1.358 0.80
O -3.352 6.616 -0.124 0.29
B -2.550 5.954 -1.049 -0.70
O -2.648 6.252 -2.397 0.13
N -3.379 5.172 -3.098 0.07
O -4.426 5.522 -3.423 0.15
O -1.720 4.957 -0.560 0.29
H -6.919 -0.920 -0.265 0.08
H -6.436 0.665 0.321 0.07
H -7.288 0.515 -1.212 0.07
H -4.851 0.859 -1.638 0.10
H -5.398 -0.721 -2.194 0.12
H -2.785 0.174 -1.513 0.13
H -2.317 -1.251 -0.621 0.10
H -3.359 0.636 1.303 0.13
H -1.754 -0.061 1.195 0.11
H -2.774 2.597 -1.410 0.12
H -3.882 2.373 -0.075 0.13
C 1.968 3.765 1.148 -0.04
C 0.975 3.699 0.176 -0.03
C 1.150 2.906 -0.944 0.02
C 2.317 2.173 -1.101 -0.08
C 3.321 2.249 -0.131 -0.10
C 3.140 3.044 0.994 -0.01
C 4.589 1.485 -0.288 -0.30
O 5.455 1.528 0.563 0.09
C 4.763 0.651 -1.510 -0.08
C 5.955 -0.039 -1.693 0.00
C 6.130 -0.828 -2.817 -0.06
C 5.113 -0.937 -3.759 -0.06
C 3.924 -0.250 -3.583 0.00
C 3.747 0.552 -2.463 -0.08
C 2.468 1.299 -2.299 -0.28
O 1.576 1.196 -3.114 0.11
H 1.825 4.378 2.028 0.11
H 0.046 4.246 0.280 0.09
H 0.376 2.844 -1.697 0.13
H 3.917 3.087 1.745 0.12
H 6.739 0.049 -0.955 0.12
H 7.061 -1.360 -2.960 0.11
H 5.250 -1.560 -4.633 0.11
H 3.129 -0.330 -4.310 0.12
C -1.199 -7.129 2.032 -0.06
C -2.087 -6.214 1.478 -0.06
C -1.684 -4.912 1.239 0.00
C -0.393 -4.515 1.562 -0.08
C 0.493 -5.429 2.138 -0.08
C 0.088 -6.738 2.362 0.00
C 1.871 -5.017 2.535 -0.28
O 2.641 -5.813 3.029 0.11
C 2.268 -3.599 2.312 -0.08
C 3.525 -3.174 2.723 0.00
C 3.915 -1.862 2.515 -0.04
C 3.052 -0.971 1.887 -0.04
C 1.797 -1.386 1.478 0.01
C 1.395 -2.698 1.697 -0.08
C 0.028 -3.115 1.282 -0.26
O -0.726 -2.334 0.737 0.09
H -1.513 -8.149 2.211 0.11
H -3.095 -6.519 1.231 0.11
H -2.368 -4.195 0.803 0.12
H 0.783 -7.442 2.798 0.12
H 4.191 -3.876 3.207 0.12
H 4.893 -1.530 2.838 0.11
H 3.355 0.054 1.718 0.09
H 1.121 -0.694 0.993 0.12
```

* E_HOMO: -9.449 eV
* frontier orbital gap: 8.41 eV
* total energy: -73229.3732 eV


ORCA calculation (wB97M-V/def2-TZVPD) on C33H27BCl5N2O10RbS as an isolated structure at a distorted geometry.

Geometry as XYZ:
```
80
Properties=species:S:1:pos:R:3:lowdin_charge:R:1
Rb 2.273 0.529 -0.106 0.83
O -1.060 -1.079 -3.906 0.02
C -0.169 -1.197 -2.844 -0.33
O -0.386 -0.198 -1.860 0.17
C 1.092 -1.748 -3.036 -0.23
C 1.203 -2.958 -3.849 0.00
C 2.515 -3.459 -4.047 -0.08
C 3.608 -2.749 -3.562 -0.09
C 3.387 -1.653 -2.766 -0.23
N 2.179 -1.199 -2.408 0.06
C 4.603 -0.968 -2.083 -0.50
O 5.660 -1.648 -1.880 0.13
O 4.575 0.216 -1.712 -0.06
H -1.803 -1.638 -3.782 0.06
H 0.345 -3.339 -4.380 0.09
H 2.703 -4.265 -4.684 0.07
H 4.634 -3.084 -3.679 0.10
H 5.500 -2.591 -1.717 0.06
Cl 3.600 4.905 0.643 0.56
C 2.067 4.502 1.469 -0.71
C 1.656 3.161 1.501 -0.19
C 0.439 3.054 2.193 -0.69
Cl -0.218 1.432 2.532 0.62
C -0.230 4.142 2.787 -0.71
Cl -1.710 3.966 3.694 0.61
C 0.320 5.423 2.697 -0.69
Cl -0.619 6.794 3.288 0.58
C 1.466 5.629 1.919 -0.75
Cl 1.977 7.275 1.698 0.61
C 1.762 5.509 -2.816 -0.02
C 1.401 4.650 -3.953 -0.51
C 0.236 3.708 -3.735 -0.01
O 2.050 4.718 -4.982 0.04
H 2.115 4.776 -2.122 0.08
H 0.907 5.968 -2.336 0.09
H 2.443 6.243 -3.058 0.06
H 0.602 2.711 -4.163 0.12
H -0.604 4.035 -4.358 0.08
H -0.071 3.663 -2.698 0.07
O 5.257 -4.072 -0.838 -0.02
C 4.688 -3.869 0.251 -0.46
N 3.313 -3.738 0.353 -0.05
S 2.897 -3.285 1.801 0.58
O 2.087 -4.332 2.383 -0.32
O 2.474 -1.908 1.784 -0.38
C 4.526 -3.311 2.561 -0.21
C 4.838 -3.139 3.881 -0.04
C 6.185 -3.332 4.223 -0.08
C 7.096 -3.668 3.213 -0.09
C 6.724 -3.828 1.878 -0.03
C 5.420 -3.715 1.587 -0.14
H 4.094 -2.739 4.563 0.12
H 6.548 -3.247 5.248 0.10
H 8.148 -3.830 3.434 0.09
H 7.424 -4.184 1.111 0.13
C -7.740 0.564 1.908 -0.06
C -6.923 -0.662 1.435 -0.57
C -7.728 -1.335 0.355 -0.06
C -6.667 -1.595 2.604 -0.05
C -5.548 -0.162 0.998 -0.20
C -5.002 1.005 1.444 -0.04
C -3.730 1.453 1.076 0.03
C -3.061 0.750 0.111 -0.19
O -1.819 0.923 -0.426 0.19
B -1.593 -0.142 -1.319 -0.66
O -2.707 -1.046 -1.254 0.21
C -3.580 -0.454 -0.370 -0.17
C -4.791 -0.923 0.089 0.06
H -8.686 0.225 2.264 0.07
H -7.844 1.127 0.944 0.10
H -7.310 1.238 2.624 0.06
H -8.697 -1.760 0.663 0.09
H -7.123 -2.129 0.008 0.05
H -7.811 -0.592 -0.463 0.10
H -7.600 -1.966 3.091 0.09
H -6.139 -1.183 3.411 0.06
H -6.081 -2.488 2.279 0.10
H -5.536 1.600 2.176 0.10
H -3.257 2.336 1.409 0.09
H -5.198 -1.821 -0.392 0.12
```

* charge: -2
* E_HOMO: -0.757 eV
* relative energy (zero: lowest compared OMol25 entry of this formula, charge and spin): 1.353 eV
* frontier orbital gap: 4.31 eV
* total energy: -132897.5936 eV


Which of these has the lowest total energy?
C33H26Br2MnN6S